Entry one
This record from the OMol25 dataset describes one molecule with the formula C5H12N2O. The level of theory is wB97M-V/def2-TZVPD.

Computed properties:
highest occupied orbital energy	-8.593	eV
SMILES string	C[C@H](C=O)NCCN
LUMO level	0.895	eV
spin multiplicity	1

CARTESIAN COORDINATES (ANGSTROEM)
C  0.26  -2.22  -0.86
C  0.08  -0.70  -1.02
C  0.04  -0.32  -2.49
O  1.05  -0.12  -3.12
N  1.07  0.00  -0.23
C  0.68  0.70  1.00
C  -0.71  1.35  1.05
N  -1.18  1.74  2.36
H  -0.14  -2.57  0.09
H  -0.27  -2.85  -1.58
H  1.30  -2.47  -0.83
H  -0.90  -0.51  -0.60
H  -0.98  -0.28  -2.89
H  1.63  0.61  -0.78
H  1.46  1.41  1.26
H  0.66  -0.05  1.80
H  -1.47  0.67  0.64
H  -0.77  2.16  0.37
H  -0.59  2.47  2.76
H  -1.20  1.00  3.06

=====

Entry two
This record from the OMol25 dataset describes one molecule with the formula C5H12N2O. The level of theory is wB97M-V/def2-TZVPD.

Computed properties:
highest occupied orbital energy	-8.654	eV
LUMO level	-3.183	eV
spin multiplicity	1

CARTESIAN COORDINATES (ANGSTROEM)
C  -1.74  -0.35  -0.68
N  -0.51  -0.29  -1.52
C  1.06  -1.38  1.27
C  1.55  -0.65  0.02
C  0.56  0.30  -0.72
C  -0.09  1.36  0.17
N  0.81  2.24  0.71
O  -1.56  -0.81  0.53
H  -2.14  0.69  -0.72
H  -0.19  -1.21  -1.74
H  0.88  -0.76  2.14
H  1.81  -2.12  1.52
H  0.14  -1.78  1.04
H  2.44  -0.05  0.26
H  1.73  -1.39  -0.73
H  1.20  0.79  -1.42
H  -0.57  0.84  1.09
H  -2.46  -0.88  -1.34
H  0.32  3.14  0.83
H  -0.88  1.88  -0.37

=====

Entry three
This record from the OMol25 dataset describes C5H12N2O as an isolated structure. The level of theory is wB97M-V/def2-TZVPD.

Computed properties:
highest occupied orbital energy	-9.336	eV
LUMO level	0.783	eV
spin multiplicity	1

CARTESIAN COORDINATES (ANGSTROEM)
C  -0.76  1.41  0.39
C  -0.75  1.84  -1.07
N  -1.75  0.25  0.61
O  -1.38  2.28  1.25
H  -2.23  1.40  1.28
H  0.24  1.12  0.74
H  -1.40  -0.45  1.27
H  -2.02  -0.25  -0.23
H  -1.77  2.02  -1.42
H  -0.28  1.09  -1.71
H  -0.21  2.79  -1.15
C  1.24  -1.73  -0.74
N  2.20  -0.65  -0.96
C  0.84  -1.93  0.65
C  0.65  -2.14  1.82
H  1.83  0.23  -0.62
H  3.06  -0.83  -0.46
H  0.35  -1.52  -1.35
H  1.67  -2.66  -1.13
H  0.47  -2.29  2.85

=====

Which structure is the most stable? The one labeled entry one.